No. 1
The following is a DFT calculation (ωB97M-V/def2-TZVPD) of a cluster of 2 separate species, C14H15NO6S in total at a distorted geometry.

## Properties
SMILES: CC(=O)N(C)C1=C(C[SH](=O)=O)C(=O)OC1=O.c1ccccc1
Total charge: 0
Max |F|, eV/Å: 9.87
LUMO, eV: -2.17
Energy relative to the best compared isomer or geometry (same formula, charge and spin), kcal per mole: 245.1
E_tot, eV: -39361.7916

CARTESIAN COORDINATES (ANGSTROEM)
S -4.05318 0.17968 1.25528
O -4.27578 -4.40290 -0.63564
O 0.49619 0.49929 2.03238
O -5.51084 0.66104 1.46633
O -3.01064 0.91851 2.17606
O -0.07470 -3.07312 -1.89798
O -1.71437 -4.36351 -0.41016
N -0.91023 -0.55745 0.34335
C 3.95885 1.84381 -1.61265
C 4.24211 3.16864 -1.94554
C 3.00928 1.55968 -0.63156
C -2.81427 -2.40694 0.49088
C -1.50252 -1.90611 -0.00265
C -0.59190 0.16706 -0.96120
C -3.09969 -3.87745 -0.24965
C 2.61588 3.92357 -0.32619
C -0.96264 -3.16099 -0.90719
C 0.25559 -0.61161 1.28257
C 3.57212 4.20788 -1.30066
C -3.89960 -1.70075 1.50061
C 2.33653 2.59881 0.01070
C 1.30520 -1.85622 1.47172
H 1.59488 2.37717 0.77356
H 4.47879 1.03388 -2.11670
H 0.34737 -0.34942 -1.48307
H -4.99006 -2.12248 1.28267
H 0.87745 -2.91360 1.21044
H -3.67043 -1.96516 2.64700
H -3.60874 0.40293 -0.08738
H 2.08919 4.73337 0.17132
H -0.44501 1.31160 -0.76660
H 2.31636 -1.60006 0.89913
H 1.60391 -1.88838 2.62709
H -1.53737 0.01101 -1.67283
H 2.79263 0.52740 -0.36773
H 4.98484 3.39053 -2.70736
H 3.79481 5.24030 -1.55836

Partial charges, Löwdin, in e: S 0.799; O 0.042; O -0.035; O -0.421; O -0.436; O 0.045; O 0.014; N -0.096; C -0.096; C -0.098; C -0.100; C -0.003; C -0.065; C -0.057; C -0.164; C -0.089; C -0.170; C -0.263; C -0.097; C -0.183; C -0.096; C -0.015; H 0.083; H 0.099; H 0.116; H 0.129; H 0.081; H 0.152; H 0.092; H 0.102; H 0.114; H 0.105; H 0.112; H 0.117; H 0.079; H 0.100; H 0.100


No. 2
The following is a DFT calculation (ωB97M-V/def2-TZVPD) of the ion C12H15N2O with charge +1 at a distorted geometry.

## Properties
Total charge: +1
Max |F|, eV/Å: 3.04
LUMO, eV: -3.29
Energy relative to the best compared isomer or geometry (same formula, charge and spin), kcal per mole: 79.0
E_tot, eV: -17704.9380

CARTESIAN COORDINATES (ANGSTROEM)
O 2.01118 2.62307 0.78090
N -2.61138 -2.08672 0.92856
N -0.51044 -0.52262 0.63909
C -1.89342 -1.40178 2.00068
C -1.22250 -0.87196 -0.56971
C 1.38152 0.08366 -1.80567
C 0.59382 0.20388 0.59071
C -2.68024 -1.13891 -0.20403
C 2.75185 2.46118 -1.41512
C 2.01196 1.92246 -0.35876
C 1.27890 2.13889 1.89158
C 2.80795 1.82286 -2.63210
C 1.28627 0.72205 -0.55617
C 1.17676 0.61723 1.90737
C 2.13221 0.61964 -2.82384
H -3.54416 -2.27487 1.31414
H 2.17098 0.17750 2.02479
H 1.80446 2.50412 2.77666
H 3.27796 3.38399 -1.23273
H 3.38688 2.24951 -3.43554
H -1.17928 -2.10123 2.46161
H -0.79982 -1.78760 -1.00622
H 0.27457 2.58532 1.87037
H -2.20577 -2.97683 0.59885
H -3.23992 -1.55719 -1.04222
H 0.91939 -0.87774 -1.95046
H 2.20478 0.09933 -3.76521
H 0.53536 0.29028 2.72409
H -1.16271 -0.07366 -1.31681
H -3.15252 -0.22090 0.15027

Partial charges, Löwdin, in e: O 0.009; N -0.073; N 0.075; C 0.120; C -0.200; C -0.026; C -0.173; C -0.127; C 0.026; C -0.199; C -0.133; C -0.038; C -0.094; C -0.068; C -0.064; H 0.185; H 0.146; H 0.141; H 0.130; H 0.118; H 0.035; H 0.129; H 0.144; H 0.177; H 0.140; H 0.103; H 0.112; H 0.126; H 0.138; H 0.139


No. 3
The following is a DFT calculation (ωB97M-V/def2-TZVPD) of a cluster of 4 separate species, C12H21FO12 in total at a distorted geometry.

## Properties
SMILES: O=C1OC[C@@H](F)O1.COC(=O)OC.COC(=O)OC.COC(=O)OC
Total charge: 0
Max |F|, eV/Å: 1.24
LUMO, eV: 0.59
Energy relative to the best compared isomer or geometry (same formula, charge and spin), kcal per mole: 0.0
E_tot, eV: -40072.1448

CARTESIAN COORDINATES (ANGSTROEM)
F -0.48209 -0.71990 0.24353
O 0.50318 0.23736 -2.90426
O 2.39929 -3.60776 -2.41699
O -2.75692 2.35333 0.47338
O 3.88803 -3.57185 -4.09818
O -3.99265 3.06847 2.23096
O -0.63956 0.39980 3.79965
O 4.07595 -2.11062 -2.52493
O 0.88421 0.81177 -0.78619
O -0.40458 2.15864 2.57310
O -4.58760 1.26646 1.24806
O 1.11175 0.49019 2.39255
O 2.51583 1.07363 -2.32578
C 1.41585 0.76686 -2.03999
C 3.36710 -3.14225 -2.95790
C -0.32156 -0.94347 4.09243
C 3.81362 -1.67620 -1.19061
C -3.66453 2.23484 1.25282
C 0.13603 0.98452 2.87887
C -0.38927 -0.56237 -2.10631
C -3.06721 4.08253 2.58179
C -0.37604 0.19800 -0.78050
C 0.37411 2.99341 1.69671
C -4.36104 0.17842 0.35731
C 3.22860 -4.68719 -4.69544
H 0.07207 -1.54041 -1.95793
H 2.73864 -1.57053 -1.04691
H 0.79288 2.40952 0.87908
H -3.59652 -0.48732 0.75747
H -0.48040 -1.58901 3.22133
H -1.00455 -1.26554 4.87111
H -2.38673 3.76856 3.37416
H -2.48996 4.48683 1.75494
H 2.19533 -4.43845 -4.93480
H -0.32766 3.69708 1.26222
H -1.16291 0.94073 -0.65976
H -5.30232 -0.36873 0.33271
H -4.10588 0.49747 -0.65067
H 4.19576 -2.41039 -0.48459
H 1.17051 3.47754 2.25578
H 3.29347 -5.57631 -4.07627
H -3.64904 4.90041 3.01159
H 0.72120 -1.07105 4.37957
H 3.74903 -4.83279 -5.64092
H -1.37713 -0.59783 -2.55170
H 4.28370 -0.70641 -1.09049

Partial charges, Löwdin, in e: F 0.052; O 0.066; O 0.116; O 0.115; O 0.009; O 0.025; O 0.002; O 0.013; O 0.107; O -0.012; O 0.009; O 0.133; O 0.193; C -0.548; C -0.633; C -0.054; C -0.023; C -0.596; C -0.624; C -0.032; C -0.042; C -0.292; C -0.011; C -0.038; C -0.039; H 0.139; H 0.082; H 0.078; H 0.096; H 0.097; H 0.093; H 0.095; H 0.086; H 0.096; H 0.081; H 0.148; H 0.095; H 0.092; H 0.103; H 0.103; H 0.097; H 0.096; H 0.097; H 0.094; H 0.137; H 0.097


No. 4
The following is a DFT calculation (ωB97M-V/def2-TZVPD) of a cluster of 2 separate species, C5H11N2 in total at a distorted geometry.

## Properties
Total charge: +1
Max |F|, eV/Å: 4.23
LUMO, eV: -5.71
Energy relative to the best compared isomer or geometry (same formula, charge and spin), kcal per mole: 100.1
E_tot, eV: -8332.7776

CARTESIAN COORDINATES (ANGSTROEM)
N 0.97865 -0.20808 3.36272
N 0.61421 0.47517 1.18092
C 0.47271 1.07139 -2.03520
C -0.34634 0.06025 -1.44840
C 0.50483 -0.35266 2.11063
C -1.66084 -0.21697 -1.07196
C -0.59113 -1.35822 -1.31170
H 1.20514 -1.06774 3.79341
H 1.67462 0.49074 3.58300
H -2.42152 -0.01712 -1.72261
H -0.10579 -1.14132 2.01716
H 0.66802 1.77142 -1.22224
H 1.10773 1.34259 1.40388
H -0.35130 -1.97314 -0.45285
H -0.26993 1.83402 -2.58760
H -2.16104 -0.13176 -0.00257
H 1.32321 0.75748 -2.77332
H -0.46753 -2.17477 -2.13644

Partial charges, Löwdin, in e: N 0.117; N 0.097; C 0.003; C -0.180; C -0.364; C -0.022; C -0.007; H 0.089; H 0.112; H 0.092; H 0.081; H 0.105; H 0.073; H 0.112; H 0.172; H 0.195; H 0.150; H 0.172


No. 5
The following is a DFT calculation (ωB97M-V/def2-TZVPD) of the molecule C3H3ClO2 at a distorted geometry.

## Properties
SMILES: O=C1O[C@H]1CCl
Total charge: 0
Max |F|, eV/Å: 5.70
LUMO, eV: 0.66
Energy relative to the best compared isomer or geometry (same formula, charge and spin), kcal per mole: 60.8
E_tot, eV: -19774.0523

CARTESIAN COORDINATES (ANGSTROEM)
Cl -0.15645 2.15857 -0.23371
O 2.51588 -0.71156 -0.47052
O 0.38965 -1.47190 0.31228
C -0.74767 0.73130 0.32920
C 1.39320 -0.82104 -0.16533
C -0.23438 -0.43923 -0.43170
H -1.84014 0.79279 0.42911
H -0.86180 -0.91313 -1.23683
H -0.45829 0.67419 1.46752

Partial charges, Löwdin, in e: Cl 0.684; O 0.190; O 0.095; C -0.735; C -0.366; C -0.220; H 0.076; H 0.149; H 0.126


No. 6
The following is a DFT calculation (ωB97M-V/def2-TZVPD) of a structure of composition C25H21F4InO3 at a distorted geometry.

## Properties
Total charge: +2
Max |F|, eV/Å: 1.64
LUMO, eV: -11.55
Energy relative to the best compared isomer or geometry (same formula, charge and spin), kcal per mole: 15.6
E_tot, eV: -48430.7075

CARTESIAN COORDINATES (ANGSTROEM)
In 7.45403 0.52748 22.81961
F 4.72668 2.18352 18.62812
F 0.97001 6.81073 22.80373
F 1.48916 -2.15476 16.79586
F 0.49035 -1.78106 23.99560
O 5.07135 0.55422 21.44870
O 2.98236 0.69398 20.62867
O 3.34317 0.03154 22.72043
C -0.10572 -1.50509 21.74280
C -2.50050 -2.80854 22.34839
C 3.14074 6.10394 22.25789
C 2.02231 3.60955 21.66350
C -1.00204 -1.76305 20.73216
C -0.73642 0.61128 16.34661
C 1.20919 4.59566 22.16691
C -0.04773 -0.54581 16.04796
C -1.62483 -2.54265 23.36178
C 2.22434 4.62773 16.44999
C -0.56205 1.27435 17.56851
C 1.05713 -0.37501 18.22621
C 3.85146 2.96565 17.96350
C 3.94629 5.13743 21.70428
C 0.37812 0.80002 18.48838
C 0.83851 -1.01779 17.01624
C -0.39080 -1.94834 23.04856
C 3.39323 3.86974 21.47915
C 3.98647 4.35950 18.05673
C 2.00423 3.24301 16.48382
C 1.78385 5.82690 22.49948
C 2.93619 2.40872 17.11706
C -2.21518 -2.40435 21.01620
C 3.83510 0.40008 21.65179
C 3.14606 5.18842 17.32433
H 4.73090 4.79616 18.70948
H 0.80438 -0.95374 21.53273
H 1.25793 2.75798 15.87218
H 3.32520 6.25072 17.41507
H -1.78661 -2.84791 24.38786
H 4.99814 5.33452 21.55731
H -0.09657 -1.02931 15.08255
H 0.13790 4.45750 22.20993
H 4.06489 3.06610 21.19541
H 3.61693 0.92280 19.92534
H 0.64959 1.43242 19.32374
H -1.38361 1.04584 15.59495
H -0.75193 -1.51267 19.71202
H -1.24627 2.09764 17.72995
H -3.46226 -3.27640 22.51057
H 1.71806 -0.75557 18.99323
H -2.93775 -2.61530 20.24050
H 1.50237 5.21400 15.89610
H 3.52765 7.08076 22.52085
H 1.60215 2.69470 21.27174
H 2.85944 1.34474 16.93988

Partial charges, Löwdin, in e: In 1.052; F 0.069; F 0.157; F 0.118; F 0.177; O -0.210; O 0.049; O 0.089; C 0.045; C -0.017; C 0.039; C -0.020; C -0.035; C -0.056; C 0.035; C 0.032; C 0.039; C -0.027; C -0.051; C -0.041; C -0.257; C -0.039; C -0.083; C -0.255; C -0.214; C -0.014; C 0.024; C -0.020; C -0.220; C -0.001; C 0.023; C -0.803; C -0.042; H 0.119; H 0.114; H 0.106; H 0.121; H 0.140; H 0.123; H 0.135; H 0.135; H 0.098; H 0.089; H 0.101; H 0.123; H 0.092; H 0.118; H 0.127; H 0.113; H 0.124; H 0.120; H 0.138; H 0.098; H 0.121